Entry 1:
{
  "formula": "C52H54Cl4N10",
  "method": "ωB97M-V with the def2-TZVPD basis set",
  "orbital_gap_ha": 0.3479,
  "de_lowest_ev": 1.735,
  "charge": 0,
  "e_lumo_ev": 0.37,
  "smiles": "c1ccncc1.c1ccncc1.c1ccncc1.c1ccncc1.c1ccncc1.c1ccncc1.c1ccncc1.c1ccncc1.c1ccncc1.c1ccncc1.ClCCl.ClCCl",
  "homo_energy_ev": -9.09,
  "species": ["C", "C", "C", "H", "H", "H", "N", "H", "H", "C", "C", "H", "C", "C", "H", "H", "H", "H", "H", "C", "C", "H", "H", "C", "H", "H", "H", "C", "C", "H", "C", "H", "H", "C", "H", "C", "H", "C", "H", "N", "C", "C", "H", "H", "H", "C", "C", "H", "H", "C", "C", "C", "H", "N", "C", "H", "C", "H", "C", "Cl", "H", "N", "H", "C", "C", "C", "Cl", "N", "Cl", "C", "N", "H", "C", "C", "H", "C", "C", "H", "N", "H", "C", "H", "H", "C", "C", "C", "H", "H", "N", "C", "H", "C", "H", "C", "C", "Cl", "H", "C", "C", "N", "H", "H", "N", "H", "H", "C", "H", "H", "C", "H", "H", "C", "C", "H", "H", "C", "H", "C", "C", "C"],
  "coordinates": [[-2.1110, 5.4619, 0.3429], [1.6413, 0.4573, 0.0951], [-4.1956, 5.7290, -0.8972], [0.1424, 1.6801, -1.0912], [0.1791, -4.6370, 0.2025], [4.9992, -4.3373, 6.2821], [-3.4850, -4.7059, 1.7332], [4.6253, -0.5722, -4.7255], [-5.7872, -1.3445, 0.5606], [1.5040, 5.0076, -0.7468], [-1.0637, 3.6133, 4.6809], [2.2321, -3.3458, -0.2840], [-4.4235, 0.5897, -2.6741], [1.1986, 2.1399, -4.4498], [-5.8569, -5.4147, -0.5817], [4.1365, 3.1264, -0.1483], [-4.8825, 4.0109, -1.9955], [2.5630, 0.9722, -0.1324], [2.9655, -0.5517, 3.9295], [3.2716, -0.5442, -3.1918], [-4.1843, 1.6962, -3.5762], [5.2995, 5.2215, -0.9348], [-3.1931, 7.2267, 0.3220], [-4.9390, -5.0251, -0.1667], [-4.0166, -0.5867, 4.3594], [-1.2473, -0.4074, -2.5521], [-1.5837, -3.7927, 1.4212], [0.7473, -4.8515, -0.6906], [-4.1487, 4.4364, -1.3271], [-1.4510, -1.4886, 1.2886], [1.7333, -0.6838, 0.9258], [-5.1501, -2.1322, 2.6967], [-5.0247, 2.3476, -3.7655], [-0.3270, 2.8452, 5.5644], [3.4170, -3.7138, -2.3196], [-4.6213, -5.1732, 1.1902], [-5.3449, -5.5561, 1.8947], [1.9110, -4.1461, -0.9344], [2.9392, -4.8292, 4.9628], [-1.8922, 1.1330, -3.8734], [-0.7992, 3.6240, 3.3381], [-2.9475, 2.0042, -4.1290], [-5.4166, 0.4221, -2.2840], [-4.1313, -4.2288, -2.0247], [-2.7954, 1.3801, 3.4265], [4.7037, -1.3597, 4.8814], [1.0016, 2.1683, 3.7694], [-0.4641, 2.8281, 6.6355], [-1.9354, 4.1319, 5.0517], [-2.0957, 0.0983, -2.9890], [3.5534, 3.9926, -0.4242], [1.7500, -2.3991, -4.6697], [0.4280, 4.9664, -0.8299], [0.7140, 2.0640, 5.0723], [0.2666, 2.7952, 2.8456], [0.9932, 1.0714, -4.5154], [1.3710, -1.9706, -3.3585], [1.8354, 1.5305, 3.5157], [-0.6969, 0.2898, 0.2507], [2.9882, 2.5677, -4.2708], [1.1799, -3.1365, -5.2152], [0.6264, -1.3668, 1.3478], [-1.9655, -3.4334, -0.9883], [-3.4330, 0.7918, 2.7832], [-3.7422, 1.2299, 1.5016], [2.0145, -5.2974, -3.0517], [5.3245, -2.3603, 1.3194], [5.2241, -2.4079, 5.5987], [8.0116, -3.2352, 2.0237], [-5.1484, -0.7326, 1.1803], [-2.0861, 4.2310, -0.0747], [-3.3439, -1.0196, -1.7342], [2.1252, 6.2057, -1.1028], [0.8093, -5.9282, -2.7940], [2.4967, -5.5067, -3.9952], [-3.1619, 6.2169, -0.0599], [3.3525, -3.8320, 4.9315], [-2.8609, 2.8742, -4.7631], [2.2191, 3.8785, -0.4649], [0.6791, 2.4375, -3.5389], [-4.1150, -0.2891, 3.3259], [0.3963, 2.8071, 1.7735], [0.4328, -2.1838, -2.8678], [6.2339, -3.6493, 2.1056], [4.2243, 5.1248, -0.9038], [3.6807, -1.0183, -4.4516], [3.8550, 0.2035, -2.6750], [-1.3257, 5.8833, 0.9529], [-4.5838, 0.3948, 0.7388], [-2.7178, -3.9198, -0.3852], [-2.8481, 2.6847, -1.2329], [2.9180, -1.8520, -5.2025], [1.5148, 7.0774, -1.2871], [2.7925, -2.6977, 4.3118], [3.4030, -1.4564, 4.3250], [0.5427, 2.9898, -5.9254], [0.3488, -6.6636, -3.4371], [3.5009, 6.2709, -1.1320], [-3.3116, -0.2216, -2.4612], [0.1594, -5.6937, -1.6485], [-5.0721, 6.2574, -1.2423], [3.9841, 7.1969, -1.4067], [2.1183, -1.0665, -2.6595], [1.8627, -2.8758, 3.7920], [5.0813, -0.3534, 4.9878], [-0.6177, -0.8759, 0.9777], [2.6515, -1.0869, 1.3268], [6.1488, -4.5896, 1.5610], [-4.9972, -1.0778, 2.5202], [-1.6671, 0.6517, -0.0560], [3.2258, -2.0132, -6.2251], [-3.0537, 3.7142, -0.9795], [0.4044, 0.9557, -0.3342], [-1.4396, 3.9995, 2.5537], [5.7778, -3.7834, 3.0865], [-3.9288, -4.4094, -0.9793], [-3.3612, 2.1274, 1.0371], [4.5116, -3.5620, 5.7097], [-2.5218, -4.0765, 0.9674], [2.5711, -4.3631, -2.1490]]
}


Entry 2:
{
  "formula": "C52H56BF15GeIMgN8OS2Si",
  "method": "ωB97M-V with the def2-TZVPD basis set",
  "orbital_gap_ha": 0.2383,
  "de_lowest_ev": 1.041,
  "charge": -1,
  "e_lumo_ev": 1.81,
  "homo_energy_ev": -4.68,
  "species": ["C", "C", "C", "H", "O", "H", "C", "H", "H", "H", "C", "H", "H", "N", "S", "C", "C", "H", "H", "H", "Mg", "C", "F", "H", "F", "F", "S", "C", "H", "H", "F", "C", "H", "B", "C", "C", "N", "N", "F", "C", "F", "C", "C", "F", "H", "H", "C", "C", "N", "H", "C", "C", "C", "C", "H", "H", "C", "H", "C", "C", "H", "H", "H", "Ge", "C", "H", "C", "C", "C", "Si", "C", "H", "H", "H", "I", "H", "C", "H", "C", "C", "H", "H", "C", "C", "F", "C", "H", "C", "H", "C", "C", "F", "C", "F", "N", "C", "H", "H", "H", "H", "H", "C", "H", "H", "F", "H", "C", "N", "H", "H", "C", "H", "H", "H", "F", "C", "H", "H", "C", "H", "H", "F", "F", "H", "H", "F", "C", "C", "C", "N", "H", "C", "H", "C", "C", "C", "H", "N", "H"],
  "coordinates": [[-4.2579, 2.4603, -3.7952], [-1.1607, 2.9576, -0.5620], [3.4725, -2.9520, 1.1354], [-1.6466, 3.0747, 2.8720], [1.3421, -2.1951, -1.8829], [4.4627, 2.7211, -3.6002], [-4.9102, 3.5917, -4.2525], [-0.8785, 1.9079, -0.6377], [0.6974, -3.3725, 6.8655], [-2.2127, 3.0100, -0.8518], [-5.5305, -0.9274, 1.3630], [-0.7287, -2.6005, 7.5699], [1.7670, -4.2305, 0.7737], [2.5346, 2.8128, 1.4367], [-0.9163, -1.6920, 1.9999], [1.9050, 2.0879, -4.6982], [1.5741, 0.7527, 3.7164], [1.1670, 1.7682, -5.4352], [2.6226, -1.0372, -3.4198], [3.8241, -4.0730, -0.6834], [1.4575, 0.3953, 0.2744], [4.6407, 0.2093, 2.6485], [-6.7101, 1.1075, -1.5530], [-1.0137, -4.2744, 2.9892], [-1.4217, -1.3251, -4.1136], [-4.3400, 4.4122, -5.1517], [-0.8229, -0.5353, 0.3094], [2.5958, -0.2468, -4.1678], [-0.8596, -2.6444, -0.8304], [1.5954, 3.0581, -4.3079], [-5.9816, -4.2280, -0.0396], [-6.0584, 1.8993, -2.4237], [-1.2906, -3.9134, -1.9478], [3.7885, 2.0213, 0.9927], [-5.6437, -2.9308, 0.0700], [-4.6870, -0.9250, -0.9303], [2.7521, 1.2857, -1.2104], [1.2997, 2.4824, 0.9493], [-4.6224, 0.9981, 0.4293], [-6.1740, 3.8769, -3.7674], [-5.7604, -0.2687, 2.5094], [4.0082, -3.0675, -0.2977], [5.3644, 1.1547, 3.5456], [-3.0280, 2.2239, -4.3052], [-3.4020, -3.1219, 5.5792], [-3.1497, -2.1416, 4.1325], [2.4834, 4.0217, 2.0320], [0.8012, -0.6955, 5.4293], [3.2990, -0.4771, 1.0194], [-0.1041, -4.0672, -4.0384], [0.5338, -3.0481, -2.2201], [-4.9434, -0.3031, 0.2790], [-2.7755, -2.3461, 5.1356], [1.9960, 1.0396, -3.5813], [5.5041, 4.1841, -0.3926], [5.9847, 0.5946, 4.2432], [-4.0044, -2.5023, -6.3107], [0.0918, 1.7185, -2.7790], [1.5425, 0.4226, 5.0515], [0.1328, -0.9250, 3.1690], [-0.8952, 5.5983, 0.2299], [4.1788, 4.0177, 3.3535], [2.8585, 2.2104, -5.2137], [-3.4838, 0.1274, -2.2103], [4.5722, 2.5409, -1.4143], [2.1530, 1.5974, 3.3705], [-2.6751, -1.5270, -4.5841], [1.1887, 4.4805, 1.9379], [-2.7619, -2.2604, -5.7579], [-0.9795, -2.8729, 5.0836], [-3.7684, -1.0196, -3.9130], [5.0835, -2.8771, -0.3238], [1.5790, -3.1666, 2.1773], [-2.8930, -1.4356, 5.7253], [1.5799, -5.7951, -2.9070], [4.7547, 2.6336, 1.3319], [5.7750, 3.3238, -1.0057], [1.5546, -3.4007, -4.0553], [-6.7531, 3.0228, -2.8465], [-5.0490, -2.2560, -0.9861], [2.0882, 1.0143, 5.7727], [3.3493, 5.5684, 3.1954], [-5.1331, -2.0049, -5.6803], [-0.3908, -3.3132, 6.8166], [-6.3422, -2.2459, -6.2111], [4.6114, -1.1706, 2.6871], [3.8164, -3.9330, 3.0495], [-4.7883, 1.5793, -2.8704], [3.6088, -0.0636, -4.5322], [-0.9777, 3.5063, 0.8536], [0.4827, 3.4848, 1.2400], [-4.1173, -3.2138, -7.4423], [-0.7713, -4.4169, 4.0403], [-4.8173, -2.9929, -2.0969], [3.7713, 1.9012, -0.5407], [0.5872, 0.7855, -3.0486], [5.1450, -1.8039, 3.3725], [-0.5708, 3.5322, -1.2799], [1.4223, -2.5225, 0.5376], [-1.4421, -5.1808, 4.4426], [6.4714, 2.7137, -0.4306], [-1.7850, 2.6820, 1.8624], [4.6612, 1.7537, 4.1289], [0.8083, 5.4135, 2.3114], [-6.4533, -2.8997, 2.2916], [-2.8461, 2.7260, 1.6140], [4.0624, 2.3403, -2.6778], [-0.5852, -3.3282, -1.5353], [1.9847, -0.5845, -5.0087], [-1.4814, 1.6360, 1.8447], [-5.8854, -2.2619, 1.2551], [-1.4752, 5.3671, 1.8886], [3.9827, -4.9829, 1.6403], [6.2881, 3.6872, -1.8946], [-6.1302, -0.8722, -3.9232], [0.0731, -1.4129, 4.4947], [0.2476, -4.8048, 4.1033], [0.7913, -0.9943, 6.4700], [2.9145, 1.5520, -2.4995], [-0.7880, -4.2917, 7.0920], [4.3999, 4.9835, 1.9020], [-6.8337, 4.9674, -4.1913], [-1.6541, -2.7396, -6.3588], [-2.5213, 4.9731, 0.5292], [3.5087, -2.3586, -0.9569], [-7.9863, 3.2904, -2.3838], [1.9709, -3.2288, 1.1599], [-4.9907, -1.2847, -4.5065], [0.7931, -3.8843, -3.4547], [0.9020, 0.0834, 2.7727], [5.2604, -3.8283, 2.0283], [3.7668, -1.5567, 1.6380], [-0.0138, 0.2975, -3.8167], [4.1795, -3.9796, 2.0210], [-1.4886, 4.9519, 0.8795], [3.6698, 4.6799, 2.6535], [0.5697, 0.1108, -2.1906], [3.8563, 0.6096, 1.6317], [5.9996, 1.8397, 2.9848]]
}